Entry 1:
The following is a DFT calculation (ωB97M-V/def2-TZVPD) of a cluster of 9 separate species, C31H50F3N2O17S in total in a non-equilibrium geometry.

Computed properties:
frontier orbital gap	8.2660	eV
total energy	-3297.647663	Ha
charge	-1

Each line ends with the Mulliken charge.
Geometry (Å):
S  -0.424  0.302  -0.526  1.0172
F  0.202  2.822  -0.381  -0.2397
F  -0.465  2.164  1.589  -0.2159
F  1.582  1.558  0.925  -0.2098
O  5.399  5.019  0.026  -0.3568
O  -0.709  5.335  7.282  -0.5571
O  -8.928  -0.307  -3.845  -0.3410
O  6.635  -5.818  1.044  -0.6818
O  0.765  0.141  -1.358  -0.6391
O  1.645  2.221  -8.812  -0.5869
O  -0.604  -0.800  0.449  -0.6213
O  -3.871  0.567  9.477  -0.6106
O  0.835  -6.876  3.124  -0.6851
O  -3.560  -3.286  -6.327  -0.3272
O  6.950  3.484  0.697  -0.6142
O  0.430  2.572  -6.934  -0.3101
O  -4.188  -4.775  -7.795  -0.6527
O  -2.539  0.636  7.608  -0.2917
O  -1.285  6.044  5.251  -0.3657
O  -1.635  0.806  -1.162  -0.6214
O  -10.293  -1.250  -5.258  -0.5664
N  0.203  -5.430  1.576  -0.1884
N  5.764  -4.397  2.525  -0.2035
C  1.279  2.995  -7.954  0.4507
C  6.125  -5.559  2.151  0.8505
C  -8.580  -2.100  -2.364  -0.5262
C  -1.392  -2.744  -6.858  -0.4415
C  0.904  -6.043  0.444  -0.7587
C  0.734  7.027  4.549  -0.4632
C  6.053  3.830  -0.099  0.5182
C  5.083  4.281  -2.152  -0.3695
C  -8.110  -0.687  -2.780  -0.3766
C  -0.123  -4.904  3.904  -1.0830
C  4.663  5.359  -1.138  -0.3559
C  -2.745  0.461  8.944  0.5020
C  -9.168  -2.669  -3.561  -0.3191
C  -1.490  -0.107  9.638  -0.3790
C  6.031  -6.502  3.301  -1.1732
C  -9.578  -1.412  -4.327  0.4970
C  0.405  -5.764  2.814  0.7318
C  -0.739  6.761  4.151  -0.3105
C  -2.434  -2.587  -5.825  -0.3539
C  -1.819  -3.999  -7.723  -0.3478
C  0.544  4.777  -6.749  -0.4916
C  0.284  1.824  0.555  0.5252
C  0.897  6.460  5.956  -0.3394
C  5.736  3.162  -1.446  -0.3328
C  5.406  -3.264  1.647  -0.8116
C  -0.897  -0.656  8.471  -0.5294
C  -0.465  5.880  6.273  0.4760
C  -3.276  -4.039  -7.357  0.5464
C  -1.227  0.254  7.336  -0.3797
C  0.318  3.522  -5.933  -0.3940
C  1.653  4.403  -7.702  -0.2995
H  -1.251  -4.906  -7.514  0.2736
H  6.375  -7.518  3.109  0.2990
H  0.507  -7.051  0.327  0.2500
H  1.971  -6.022  0.666  0.2245
H  6.666  2.834  -1.910  0.2531
H  0.770  5.694  -6.205  0.3453
H  5.124  6.292  -1.464  0.2042
H  5.733  4.751  -2.890  0.2941
H  -10.150  -3.130  -3.457  0.2080
H  -1.652  -0.894  10.374  0.2647
H  6.552  -5.958  4.089  0.3260
H  -0.476  -3.011  -6.330  0.2490
H  0.362  -3.927  3.902  0.3278
H  -0.350  4.978  -7.339  0.2534
H  4.567  -3.648  1.067  0.2327
H  1.469  6.624  3.852  0.2970
H  1.247  7.073  6.786  0.3359
H  -0.552  1.102  7.223  0.2555
H  5.091  -2.379  2.200  0.3416
H  -1.316  -1.661  8.426  0.2606
H  0.947  8.094  4.612  0.2279
H  3.611  5.558  -0.929  0.3240
H  0.711  -5.536  -0.501  0.3516
H  -0.821  0.690  9.961  0.2798
H  0.939  3.389  -5.048  0.2398
H  -1.170  -4.791  3.625  0.3148
H  5.009  -6.582  3.669  0.3034
H  4.999  2.368  -1.321  0.2597
H  -1.170  -1.840  -7.425  0.3154
H  -0.115  -4.475  1.497  0.2403
H  6.297  -3.129  1.034  0.2878
H  1.555  5.060  -8.566  0.2621
H  -2.252  -2.859  -4.785  0.2766
H  -2.809  -1.564  -5.781  0.2296
H  0.167  -0.806  8.651  0.3304
H  -1.338  7.668  4.072  0.2484
H  -0.680  3.342  -5.535  0.2705
H  1.555  5.592  5.895  0.1868
H  -7.803  -2.801  -2.059  0.3138
H  -9.246  -1.943  -1.515  0.2554
H  -8.468  -3.331  -4.070  0.2778
H  4.159  3.955  -2.629  0.1767
H  -0.732  6.327  3.151  0.2650
H  -7.067  -0.841  -3.055  0.2632
H  0.028  -5.508  4.799  0.2742
H  5.636  -4.190  3.505  0.2315
H  2.638  4.386  -7.237  0.2596
H  -8.304  -0.097  -1.885  0.3146
H  -1.250  -0.299  6.398  0.2972
H  -1.695  -3.772  -8.782  0.2331

Cartesian forces, eV/Å:
S 1.150 -0.443 1.852
F 1.010 0.238 1.240
F 0.503 0.304 0.513
F -1.499 1.113 -0.121
O 0.207 -0.988 1.129
O -1.335 -1.192 1.902
O -0.133 -0.349 0.199
O -1.222 0.104 0.969
O -0.800 0.049 -0.212
O -0.620 1.187 0.940
O -0.132 1.337 -1.019
O 3.453 0.110 -1.928
O 0.743 -0.089 -0.177
O -0.651 0.176 0.800
O -3.140 1.033 -2.095
O 1.542 -1.742 -1.791
O 2.655 1.836 0.294
O -1.149 0.759 1.626
O -1.616 -0.837 -1.125
O 0.856 -0.245 0.483
O -0.930 -0.706 -0.531
N -0.343 2.340 -2.668
N -2.048 5.694 1.729
C 0.076 -2.707 -0.555
C 2.538 -3.559 -2.270
C 0.757 0.045 2.051
C 2.498 -1.554 -0.234
C -0.455 -0.202 0.449
C 0.530 1.371 0.453
C 3.334 -0.708 1.770
C -1.944 1.098 -1.752
C 0.643 -1.685 1.510
C -0.143 0.232 -0.499
C 1.552 0.372 -0.341
C -4.311 -0.217 2.568
C -2.214 0.373 -1.567
C -1.282 2.015 0.879
C -0.312 -0.736 0.572
C 1.147 0.871 -1.132
C 0.312 -2.954 2.284
C 1.147 1.194 0.306
C -1.685 1.770 0.368
C 0.120 2.208 0.095
C -0.199 1.548 1.074
C -1.011 -2.391 -2.753
C -0.049 -0.975 -0.713
C -0.059 0.274 1.424
C 0.606 -1.595 -0.285
C 3.077 -2.778 -1.205
C 2.211 1.065 -0.911
C -3.107 -4.012 -1.134
C 0.861 -1.131 -1.391
C -1.342 0.883 0.656
C -0.692 0.537 0.121
H -0.393 0.007 0.253
H 0.395 0.365 0.025
H 0.481 -0.139 0.077
H 0.013 -0.387 -0.258
H -0.234 -0.243 0.223
H -0.063 -0.120 0.285
H -0.393 0.288 -0.026
H -0.086 -0.140 -0.083
H 0.283 -0.681 0.266
H -0.459 0.740 0.308
H 0.429 -0.713 0.340
H 0.316 0.230 -0.231
H -0.091 0.027 0.320
H -0.110 -0.038 0.028
H 0.074 0.534 -0.434
H -0.276 -0.182 -0.005
H -0.098 0.263 -0.360
H -0.072 0.179 0.203
H 0.319 -0.235 0.074
H -0.044 -0.128 -1.132
H -0.169 0.138 -0.340
H 0.010 -0.603 0.051
H -0.097 0.365 0.359
H -0.477 0.293 0.702
H 0.798 -0.199 -0.369
H -0.225 0.309 0.618
H -0.186 0.028 -0.220
H 0.461 -0.343 0.224
H -0.341 -0.177 -0.116
H 0.036 0.032 -0.631
H -0.418 0.634 -0.341
H 0.708 -0.416 -0.196
H 0.362 -0.512 -0.247
H 0.379 0.250 0.196
H 0.231 -0.019 -0.518
H 0.172 0.139 0.012
H -0.226 0.688 -0.024
H 0.119 -0.035 0.305
H 0.349 0.621 0.507
H -0.332 -0.484 -0.141
H -0.301 0.246 -0.483
H 0.235 -0.083 -0.494
H -0.624 -0.994 0.472
H 0.124 1.058 -0.166
H -0.208 0.578 0.100
H -0.218 -0.521 -0.185
H 0.111 0.330 -0.143
H 0.626 0.701 -0.524
H 0.145 0.198 -0.127
H -0.143 -0.185 0.001

---

Entry 2:
The following is a DFT calculation (ωB97M-V/def2-TZVPD) of a cluster of 2 separate species, C31H50F3O10P3S3 in total in a non-equilibrium geometry.

Computed properties:
frontier orbital gap	7.4431	eV
total energy	-4481.958617	Ha
SMILES	CCCCCCCCCCc1c(CCCCS(=O)(=O)O)c2c(c(P(O)(O)=S)c1C(F)(F)F)C(=O)C(S)=C(PP(=O)(O)O)C2=O.CCCCCC

Each line ends with the Mulliken charge.
Geometry (Å):
S  6.966  4.048  0.980  -0.2541
S  1.402  2.738  3.661  -0.3774
S  -1.893  6.039  -4.964  1.2977
P  6.555  1.360  -2.228  0.8747
P  2.112  4.207  2.628  0.5827
P  6.999  3.498  -2.324  -0.3176
F  -0.656  4.068  1.922  -0.2712
F  -0.460  1.897  1.515  -0.1935
F  -1.570  3.200  0.238  -0.2948
O  6.910  0.847  -0.900  -0.5982
O  4.296  4.941  -3.239  -0.5463
O  1.539  5.642  3.039  -0.5747
O  4.315  5.916  1.262  -0.6118
O  3.669  4.254  3.047  -0.4622
O  -2.374  5.740  -6.457  -0.4891
O  4.954  1.294  -2.466  -0.3766
O  7.271  0.592  -3.441  -0.4819
O  -3.087  6.134  -4.166  -0.6913
O  -1.137  7.239  -4.870  -0.6203
C  -2.872  -4.528  7.559  -1.1686
C  5.567  4.369  -0.050  0.6612
C  -1.739  -3.462  -1.861  -1.2429
C  -0.256  -1.353  -1.945  -1.2011
C  0.813  3.416  0.172  0.5634
C  -1.948  -4.806  0.819  0.0309
C  -2.729  -6.147  0.582  -1.1795
C  2.050  3.216  -3.460  -1.0964
C  1.954  3.486  -1.967  0.1130
C  -0.750  -4.565  -1.464  -0.5937
C  -0.332  2.530  -1.940  -1.3229
C  3.029  4.287  0.012  1.0077
C  4.307  4.438  -2.138  -0.4384
C  -0.657  1.105  -1.373  -0.9755
C  3.047  4.065  -1.359  0.3671
C  5.578  4.147  -1.363  -0.6958
C  4.286  4.952  0.530  -0.2344
C  1.578  4.480  -4.271  -0.8143
C  -0.665  0.034  -2.493  -0.4146
C  -3.311  -6.548  6.062  -0.8927
C  -3.094  -5.840  4.723  -0.3453
C  -0.443  3.113  0.993  0.2008
C  1.961  3.946  0.800  0.9058
C  -0.614  -4.801  0.058  -1.2319
C  -3.829  -5.657  7.190  -0.4131
C  -1.430  -2.092  -1.227  -0.4006
C  0.297  4.275  -5.112  -0.8948
C  0.829  3.174  -1.191  0.5326
C  -0.992  4.649  -4.318  -0.2103
C  -5.470  -6.110  3.834  -1.2491
C  -4.328  -5.147  4.148  -0.1998
H  -1.191  3.199  -1.839  0.6883
H  6.809  -0.257  -3.528  0.3325
H  -2.717  -3.840  6.726  0.2725
H  0.538  -1.200  -1.200  0.3711
H  -2.311  -1.443  -1.300  0.3967
H  -5.838  -6.606  4.733  0.3272
H  1.513  2.316  -3.766  0.4876
H  -1.675  -0.100  -2.902  0.3274
H  -1.725  -4.771  1.891  0.1895
H  -4.682  -4.369  4.829  0.3256
H  -1.673  -3.321  -2.950  0.4842
H  6.424  3.417  2.047  0.1651
H  -1.900  -4.925  7.861  0.2917
H  0.605  5.590  3.283  0.4065
H  -2.585  -3.949  0.585  0.3085
H  1.505  5.362  -3.629  0.5147
H  -1.611  1.075  -0.849  0.2853
H  0.167  0.816  -0.714  0.4036
H  -0.165  2.401  -3.005  0.1469
H  -4.004  -7.383  5.925  0.3347
H  -4.805  -5.240  6.927  0.2405
H  -4.039  -4.638  3.223  0.1521
H  -6.309  -5.572  3.390  0.3926
H  -3.270  -3.949  8.394  0.3782
H  8.198  3.741  -1.629  0.0921
H  4.572  0.673  -1.829  0.3349
H  -2.729  -6.576  3.998  0.1537
H  3.080  3.052  -3.773  0.6033
H  -2.709  -6.717  1.512  0.1794
H  -1.139  -2.221  -0.180  0.3847
H  0.247  -4.437  -1.901  0.3413
H  0.043  0.299  -3.289  0.2851
H  2.373  4.721  -4.984  0.4273
H  0.250  3.274  -5.549  0.2105
H  -2.362  -6.997  6.372  0.4003
H  -2.293  -5.102  4.827  0.3810
H  -5.150  -6.875  3.124  0.2656
H  3.912  5.164  3.284  0.3229
H  -3.747  -5.936  0.248  0.2561
H  -1.138  -5.502  -1.894  0.3968
H  -1.625  3.765  -4.213  0.3498
H  -3.991  -6.280  8.073  0.3662
H  -0.140  -5.781  0.196  0.4838
H  -0.689  4.944  -3.311  -0.0083
H  0.060  -4.052  0.495  0.4316
H  -3.298  5.458  -6.364  0.3735
H  0.157  -2.005  -2.724  0.5692
H  0.364  4.966  -5.963  0.5535
H  -2.190  -6.703  -0.192  0.4683
H  -2.770  -3.764  -1.652  0.3934

Cartesian forces, eV/Å:
S 0.201 0.238 -0.026
S -0.044 0.133 -0.271
S -1.865 1.339 2.560
P 0.430 0.223 1.818
P -0.292 -2.083 1.681
P -0.484 1.017 -2.258
F 0.277 -0.215 0.286
F 0.033 0.110 0.269
F 0.150 0.044 0.087
O -0.082 -0.602 0.089
O 0.081 -0.465 0.605
O 0.449 0.217 -0.589
O -0.213 -0.432 -0.618
O -0.663 0.789 -0.356
O 0.735 -0.283 0.221
O 0.407 0.006 -0.667
O -0.854 0.522 0.097
O -0.576 -1.066 -0.323
O 1.488 -0.318 -1.351
C -0.140 0.017 0.040
C -0.458 -0.388 0.933
C 0.469 0.530 -0.232
C -0.237 -0.065 0.593
C 0.160 0.029 0.618
C -0.019 -0.992 0.277
C 0.655 1.005 -0.095
C -0.248 0.814 -0.302
C 0.627 -0.325 -0.734
C -0.528 -0.666 0.304
C -0.821 -0.423 0.981
C 1.355 0.560 0.021
C 0.008 0.305 0.374
C 0.392 -0.193 -1.148
C 0.445 0.068 -0.355
C 0.458 -0.623 -0.409
C 0.436 0.482 0.156
C 0.119 -0.772 -0.814
C 0.154 -0.698 0.411
C -0.064 -0.081 -0.016
C 0.071 0.119 0.015
C -0.707 0.497 -0.801
C -0.400 0.713 0.879
C -0.101 0.431 -0.205
C 0.120 -0.012 0.028
C 0.486 0.071 -0.451
C -0.064 1.147 0.237
C -0.542 -0.458 -1.375
C 1.106 -1.098 -0.838
C -0.051 0.145 0.012
C -0.001 -0.144 -0.106
H 0.034 -0.256 -0.150
H 0.328 -0.086 -0.271
H 0.033 -0.006 0.009
H 0.088 -0.065 -0.304
H 0.022 -0.188 0.289
H 0.012 -0.028 -0.020
H -0.051 0.199 0.112
H 0.224 0.375 -0.303
H -0.026 0.288 -0.133
H 0.041 0.005 0.009
H -0.178 -0.139 0.112
H -0.430 0.310 -0.372
H 0.015 0.019 -0.042
H 0.034 -0.084 0.056
H 0.223 -0.004 -0.009
H -0.161 -0.150 -0.043
H 0.239 0.051 0.205
H -0.344 0.104 0.243
H 0.326 0.318 0.190
H 0.008 0.008 -0.018
H 0.001 -0.024 -0.017
H 0.013 0.043 0.034
H -0.016 -0.054 -0.006
H 0.051 0.026 -0.008
H -0.396 -0.602 0.587
H 0.016 0.137 0.141
H -0.019 0.003 -0.008
H -0.048 -0.131 0.425
H -0.301 -0.144 -0.244
H -0.437 0.090 -0.007
H -0.159 0.229 0.025
H -0.239 0.122 0.025
H -0.008 -0.068 0.227
H -0.085 0.043 0.223
H -0.008 0.014 0.015
H 0.004 -0.020 0.014
H 0.003 -0.027 0.036
H 0.292 -0.076 -0.210
H 0.026 -0.341 0.137
H 0.136 0.158 -0.069
H -0.432 0.458 -0.154
H -0.045 0.000 -0.018
H 0.057 0.206 0.113
H -0.392 0.370 -0.121
H -0.088 -0.099 -0.067
H 0.009 0.042 -0.086
H -0.090 0.217 -0.039
H 0.034 -0.181 0.062
H -0.355 -0.179 0.075
H 0.179 -0.051 0.107

---

Number 1: LUMO 1.734 eV, HOMO -0.2401 Eh. Number 2: LUMO -1.377 eV, HOMO -0.3241 Eh.